## P
Here is a 2-piece molecular cluster, C3H6ClP overall from the Open Molecules 2025 dataset. Energies are from ωB97M-V with the def2-TZVPD basis set.

## Properties
- Molar mass: 108.5 Da
- LUMO: -0.217 eV
- Kohn-Sham gap: 0.30981 Eh

Element x y z (Å)
C -0.2407 -0.5701 0.0801
C 0.8994 -1.5618 0.0404
C 0.0701 1.8494 -0.0508
P -1.8389 -0.8992 0.0833
Cl -2.7601 0.8325 -0.1477
H 1.7836 -1.1347 0.2799
H 0.5583 -2.4343 0.6445
H 1.0283 -2.0921 -0.9614
H 1.0834 1.7770 0.3766
H -0.5014 2.0945 0.7140
H -0.0819 2.1389 -1.0591


## Q
Here is a 2-piece molecular cluster, C3H6ClP overall from the Open Molecules 2025 dataset. Energies are from ωB97M-V with the def2-TZVPD basis set.

## Properties
- Molar mass: 108.5 Da
- LUMO (spin up / spin down): -1.244 / -0.440 eV
- Kohn-Sham gap (spin up / spin down): 0.23915 / 0.31183 Eh

Element x y z (Å)
C 0.1384 0.8980 1.3883
C 1.1856 0.9097 0.5177
C 1.6609 -0.2197 -0.1278
P -0.9219 -1.3290 -2.3343
Cl 2.9819 -0.1685 -1.1843
H -0.1943 1.7976 1.8729
H -0.3919 -0.0109 1.6120
H 1.6907 1.8467 0.3196
H 1.2226 -1.1930 0.0239
H -1.7399 -0.2216 -2.1440
H -1.4950 -1.9826 -1.2457


Stability verdict: Q, ahead by 12.7 kcal/mol


## P
Here is C8H17Br6O4P as an isolated structure from the Open Molecules 2025 dataset. Energies are from ωB97M-V with the def2-TZVPD basis set.

## Properties
- Molar mass: 687.6 Da
- LUMO: -0.029 eV
- Kohn-Sham gap: 0.37454 Eh

Element x y z (Å)
C 0.7740 -3.6412 0.0079
Br 1.1886 -2.4629 -1.4374
Br 1.2729 -2.8218 1.7076
Br 1.5028 -5.3886 -0.1706
H -0.2925 -3.7155 0.1525
C -2.9258 -1.0124 1.4774
Br -3.8924 -1.8114 2.9541
Br -3.7229 0.5322 0.7517
Br -2.4677 -2.3082 0.1331
H -1.9910 -0.7568 1.9537
C -2.2829 0.3698 -2.7462
C -1.5888 1.3865 -1.8947
O -1.0441 0.7591 -0.7331
P 0.2286 1.3082 0.0064
O 0.4448 2.7484 -0.1690
O -0.0862 0.8007 1.4651
C 0.9916 0.6296 2.4250
C 0.3953 0.0456 3.6758
O 1.4133 0.3859 -0.4292
C 2.1427 0.5718 -1.6538
C 2.9346 1.8550 -1.7164
H -2.9095 0.8887 -3.4795
H -1.6280 -0.3115 -3.2913
H -2.9801 -0.2606 -2.1900
H -0.7902 1.8687 -2.4650
H -2.2842 2.1797 -1.6124
H 1.7321 -0.0343 1.9775
H 1.4485 1.5970 2.6293
H 1.1760 -0.1109 4.4218
H -0.2606 0.8072 4.1147
H -0.2087 -0.8479 3.5455
H 2.7862 -0.3008 -1.7332
H 1.4396 0.5241 -2.4916
H 3.0169 2.3298 -0.7430
H 3.9604 1.6332 -2.0231
H 2.5069 2.5634 -2.4195


## Q
Here is C8H17Br6O4P as an isolated structure from the Open Molecules 2025 dataset. Energies are from ωB97M-V with the def2-TZVPD basis set.

## Properties
- Molar mass: 687.6 Da
- LUMO: -0.473 eV
- Kohn-Sham gap: 0.35755 Eh

Element x y z (Å)
C 0.3916 3.2344 2.4893
Br 1.1668 3.0616 0.6495
Br -1.5130 2.7140 2.4717
Br 0.6210 4.8811 3.3869
H 0.7350 2.4427 3.1553
C 0.0178 -1.5084 3.1122
Br -0.7912 -1.9372 4.8703
Br 0.5976 -3.0368 2.0038
Br 1.3270 -0.0512 3.2013
H -0.8651 -1.0105 2.7113
C 3.2224 -1.6094 0.1058
C 1.9854 -1.9444 -0.7597
O 0.8591 -1.2257 -0.2494
P -0.4305 -0.7250 -1.1243
O -0.6380 -1.5989 -2.2710
O -1.5568 -0.7983 -0.0504
C -2.7228 -0.0199 -0.2628
C -3.5246 -0.1931 1.0316
O -0.1108 0.8685 -1.4497
C 0.7493 1.3574 -2.4803
C 0.1398 0.8993 -3.9077
H 3.9890 -2.3532 -0.1110
H 3.7122 -0.6383 0.0338
H 3.1468 -1.7140 1.1882
H 2.1628 -1.6625 -1.7976
H 1.8569 -3.0267 -0.7712
H -2.4140 1.0168 -0.3969
H -3.2650 -0.3451 -1.1507
H -4.4542 0.3689 0.9415
H -3.8430 -1.2336 0.9675
H -3.1111 -0.0944 2.0353
H 0.8397 2.4359 -2.3507
H 1.7621 0.9678 -2.3775
H -0.8921 0.5483 -3.9127
H 0.0871 1.7840 -4.5423
H 0.7628 0.1457 -4.3893


## R
Here is C8H17Br6O4P as an isolated structure from the Open Molecules 2025 dataset. Energies are from ωB97M-V with the def2-TZVPD basis set.

## Properties
- Molar mass: 687.6 Da
- LUMO: -0.762 eV
- Kohn-Sham gap: 0.35205 Eh

Element x y z (Å)
C 9.2664 -8.1667 -1.3052
Br 10.6287 -8.6903 0.0080
Br 8.1541 -6.7357 -0.5808
Br 8.4054 -9.7942 -2.2369
H 9.8313 -7.6648 -2.0907
C 2.2327 -5.1001 -2.5969
Br 0.6019 -4.3288 -3.3436
Br 3.2111 -6.0714 -3.9802
Br 1.8454 -6.3181 -1.1139
H 2.8710 -4.3248 -2.1732
C -1.2069 6.0497 1.9697
C -1.7714 4.5402 2.2595
O -2.7674 4.2697 1.2423
P -2.7056 2.8732 0.4575
O -3.1614 2.9967 -0.9911
O -1.0660 2.5436 0.4740
C -0.6201 1.3388 -0.2004
C 0.8812 1.3696 -0.3749
O -3.3836 1.6723 1.3866
C -4.2576 0.6860 0.7715
C -5.6997 1.1591 0.4394
H -1.4311 6.6164 2.8734
H -0.1217 6.0581 1.8686
H -1.6815 6.6397 1.1856
H -0.8964 3.8950 2.3395
H -2.3515 4.5441 3.1823
H -1.0221 0.4915 0.3550
H -1.1811 1.3795 -1.1341
H 1.0919 0.8414 -1.3048
H 1.1891 2.4106 -0.4732
H 1.4801 0.8851 0.3962
H -3.7255 0.2992 -0.0977
H -4.5037 -0.1449 1.4326
H -5.7144 2.0771 -0.1480
H -6.3198 0.3415 0.0719
H -6.1019 1.3618 1.4320


Stability verdict: P, ahead by 31.4 kcal/mol


## P
Here is a 2-piece molecular cluster, CH3NO2 overall from the Open Molecules 2025 dataset. Energies are from ωB97M-V with the def2-TZVPD basis set.

## Properties
- SMILES string: C#[N+][O-].O
- Molar mass: 61.0 Da
- LUMO: 0.266 eV
- Kohn-Sham gap: 0.39982 Eh

Element x y z (Å)
C -1.6884 -0.5063 0.3540
N -1.1832 0.5295 0.1751
O 2.0990 0.1407 -0.5176
O -0.8638 1.6622 0.3716
H 1.1313 0.4782 -0.4885
H -1.6344 -1.5309 0.1440
H 2.1395 -0.7734 -0.0387


## Q
Here is the molecule CH3NO2 from the Open Molecules 2025 dataset. Energies are from ωB97M-V with the def2-TZVPD basis set.

## Properties
- SMILES string: O=CNO
- Molar mass: 61.0 Da
- LUMO: 0.679 eV
- Kohn-Sham gap: 0.40225 Eh

Element x y z (Å)
C -0.9406 0.3109 -0.0330
H 1.9465 0.2160 0.6338
H 0.0985 -1.3688 -0.2360
H -0.7141 1.3780 -0.0902
N 0.1993 -0.4408 0.0534
O 1.4782 0.0673 -0.2274
O -2.0678 -0.1627 -0.1006


Stability verdict: Q, ahead by 43.4 kcal/mol


## P
Here is a 5-piece molecular cluster, C5H20N2O5 overall from the Open Molecules 2025 dataset. Energies are from ωB97M-V with the def2-TZVPD basis set.

## Properties
- SMILES string: NCCNCCC=O.O.O.O.O
- Molar mass: 188.2 Da
- LUMO: 0.361 eV
- Kohn-Sham gap: 0.34556 Eh

Element x y z (Å)
C 1.6069 -0.6406 0.6249
N 0.2558 -1.0468 1.0576
C -0.3996 -1.9098 0.0718
C -1.0307 -1.0714 -1.1365
C -1.0557 -1.4602 -2.6534
O -0.0547 -1.4601 -3.3414
C 2.2461 0.4666 1.3919
N 2.2859 1.7146 0.5760
H 1.6671 -0.5836 -0.4905
H 2.2779 -1.5167 0.7194
H -0.2474 -0.1721 1.1801
H -1.1772 -2.3289 0.7072
H 0.2587 -2.7204 -0.2447
H -2.0972 -1.0826 -0.8108
H -0.7136 -0.0153 -1.1445
H -2.0819 -1.3611 -2.9802
H 3.2862 0.2922 1.7214
H 1.6171 0.7619 2.2476
H 2.8843 2.4776 0.8924
H 2.6363 1.4683 -0.3426
H -2.2306 2.3482 2.1513
H -2.1422 0.7967 2.1957
O -2.7132 1.5407 1.9697
H -2.4723 2.3600 -0.4119
H -3.4153 1.4821 0.2372
O -2.9472 1.5479 -0.6315
H -0.3108 3.6385 1.3729
H 0.1723 2.1769 0.9910
O -0.5772 2.7186 1.2887
H 1.6809 -2.1915 -2.8310
H 0.9568 -3.2983 -2.1482
O 1.8343 -2.9315 -2.2298


## Q
Here is a 5-piece molecular cluster, C5H20N2O5 overall from the Open Molecules 2025 dataset. Energies are from ωB97M-V with the def2-TZVPD basis set.

## Properties
- SMILES string: C[C@@H](CN)N(C)C=O.O.O.O.O
- Molar mass: 188.2 Da
- LUMO: -0.277 eV
- Kohn-Sham gap: 0.32806 Eh

Element x y z (Å)
C 0.3547 0.6205 2.2409
N 0.6164 -0.6238 1.8737
C 2.0233 -0.8893 1.6150
C -1.7790 -1.2612 1.5800
C -0.3239 -1.4551 1.0854
C -0.3874 -1.5307 -0.4680
N -1.6418 -1.8873 -0.9379
O 1.0712 1.5785 2.4481
H -0.6812 1.0067 2.3044
H 2.9297 -0.1804 2.0906
H 2.2280 -1.8184 2.1239
H 2.1892 -0.9924 0.5486
H -2.0430 -0.3077 1.1134
H -1.7467 -1.1588 2.6800
H -2.5762 -1.9335 1.2153
H -0.1551 -2.5117 1.5188
H -0.0154 -0.4792 -0.9686
H 0.4900 -2.3958 -0.7281
H -2.0996 -1.3422 -1.5585
H -1.8171 -2.8885 -1.0242
H -0.6786 3.2287 0.3331
H -0.2538 2.9334 1.8256
O -0.5188 3.6972 1.2068
H 0.4298 0.6239 -2.2577
H 0.0367 0.2294 -3.7963
O 0.8100 0.7150 -3.2211
H 2.2590 2.4355 -1.7279
H 3.0064 1.1736 -2.2656
O 2.6490 1.6349 -1.6102
H -1.3036 1.9171 -2.7313
H -1.9415 0.6066 -2.3995
O -1.1307 1.2548 -2.1086


Stability verdict: P, ahead by 61.4 kcal/mol


## P
Here is C4H6OS3 as an isolated structure from the Open Molecules 2025 dataset. Energies are from ωB97M-V with the def2-TZVPD basis set.

## Properties
- Molar mass: 166.3 Da
- LUMO (spin up / spin down): -1.126 / 0.037 eV
- Kohn-Sham gap (spin up / spin down): 0.21041 / 0.28532 Eh

Element x y z (Å)
C 1.9857 2.0334 -0.0554
C -0.8477 0.3567 -0.0099
C 3.5219 -0.1161 0.2809
C -3.7124 1.0033 -0.0339
O 1.4776 3.0851 -0.0614
S -0.5833 -1.1901 -0.0234
S 1.7374 0.3947 0.2132
S -1.8844 1.6190 0.1877
H 3.9015 0.1517 -0.7019
H 3.3341 -1.1604 0.4277
H 4.0512 0.3145 1.0441
H -4.3294 1.8278 0.2268
H -4.0302 0.2802 0.7069
H -3.6803 0.5857 -1.1091


## Q
Here is the molecule C4H6OS3 from the Open Molecules 2025 dataset. Energies are from ωB97M-V with the def2-TZVPD basis set.

## Properties
- SMILES string: CSC(=O)C(=S)SC
- Molar mass: 166.3 Da
- LUMO: -0.947 eV
- Kohn-Sham gap: 0.28814 Eh

Element x y z (Å)
C -1.7007 1.2589 -2.5391
C -0.5307 -0.2905 -0.5959
C 0.5317 -0.3724 0.4671
C 1.7227 -0.9734 2.5451
H -1.6596 2.3296 -2.9654
H -1.4066 0.5002 -3.2647
H -2.7360 1.1311 -2.0774
H 2.8140 -0.6310 2.2216
H 1.3478 -0.0278 3.0084
H 1.9391 -1.6717 3.3776
O 1.1539 0.6599 0.6803
S -0.3835 1.1994 -1.3544
S -1.7006 -1.3874 -0.8790
S 0.6086 -1.7249 1.3758


Stability verdict: Q, ahead by 79.1 kcal/mol


## P
Here is a 2-piece molecular cluster, C3H4N2S overall from the Open Molecules 2025 dataset. Energies are from ωB97M-V with the def2-TZVPD basis set.

## Properties
- Molar mass: 100.1 Da
- LUMO (spin up / spin down): -2.118 / -2.107 eV
- Kohn-Sham gap (spin up / spin down): 0.23934 / 0.23938 Eh

Element x y z (Å)
C 2.8501 0.3768 0.6911
C 3.2485 0.5703 -0.5308
C 0.0924 -0.8761 0.8117
N 0.2621 -0.9267 -1.4635
N 0.6922 -0.5244 -0.4172
S 3.7785 1.1935 -1.8715
H 0.7530 -1.7739 0.9348
H 0.3876 -0.1649 1.6427
H -1.0077 -0.8748 0.7207
H -0.5404 -1.4107 -1.5413


## Q
Here is a 2-piece molecular cluster, C3H4N2S overall from the Open Molecules 2025 dataset. Energies are from ωB97M-V with the def2-TZVPD basis set.

## Properties
- SMILES string: N=C=C=N.C=S
- Molar mass: 100.1 Da
- LUMO: -0.841 eV
- Kohn-Sham gap: 0.27781 Eh

Element x y z (Å)
C -0.5378 -0.0970 1.0214
C -1.5645 -0.4985 0.4200
C 1.7476 0.2960 -1.2709
N 0.4555 0.0561 1.7234
N -2.7461 -0.5942 0.1107
S 0.4532 1.2834 -1.3944
H 2.3216 -0.1240 -2.1893
H 2.3563 0.1288 -0.2806
H 0.4156 0.9241 2.2878
H -2.9014 -1.3747 -0.4280


Stability verdict: Q, ahead by 70.3 kcal/mol


## P
Here is the molecule C3H4N2S from the Open Molecules 2025 dataset. Energies are from ωB97M-V with the def2-TZVPD basis set.

## Properties
- SMILES string: CS/N=C/C#N
- Molar mass: 100.1 Da
- LUMO: -0.618 eV
- Kohn-Sham gap: 0.30646 Eh

Element x y z (Å)
C 1.6693 1.5533 0.5898
C -1.3640 -0.8956 -0.6288
C -1.9652 -2.2410 -0.3092
H 2.2391 2.3356 0.1314
H 1.1451 1.5526 1.5254
H 2.3388 0.5879 0.5973
H -2.0910 -0.0353 -1.2933
N -0.1579 -0.5225 -0.1427
N -2.3183 -3.2194 0.2914
S 0.5040 0.8845 -0.7614


## Q
Here is the molecule C3H4N2S from the Open Molecules 2025 dataset. Energies are from ωB97M-V with the def2-TZVPD basis set.

## Properties
- SMILES string: Sn1ccnc1
- Molar mass: 100.1 Da
- LUMO: 0.235 eV
- Kohn-Sham gap: 0.33626 Eh

Element x y z (Å)
C -0.8795 -0.2815 -0.9914
C -1.9608 -0.3487 -0.0884
C -0.2714 -0.1428 1.2078
H 2.2698 -0.6068 -1.4540
H -1.0079 0.0214 -2.0635
H -2.9820 -0.5873 -0.1191
H 0.4331 -0.2670 2.0443
N 0.2128 -0.0285 -0.0488
N -1.5607 -0.2251 1.1025
S 1.8370 0.4908 -0.4095


Stability verdict: Q, ahead by 18.4 kcal/mol


## P
Here is the molecule C3H9B from the Open Molecules 2025 dataset. Energies are from ωB97M-V with the def2-TZVPD basis set.

## Properties
- SMILES string: BC(C)C
- Molar mass: 55.9 Da
- LUMO: 0.480 eV
- Kohn-Sham gap: 0.39512 Eh

Element x y z (Å)
B -0.0071 1.4816 0.3813
C -0.4289 -0.9458 1.0752
C 0.3809 -0.1919 -1.3494
C 0.5278 -0.0398 0.1896
H -1.2274 1.3977 0.4498
H 0.6915 2.5129 0.2341
H -1.4658 -0.7859 0.7227
H -0.5454 -0.5589 2.2062
H -0.2475 -2.0601 1.3044
H -0.4946 0.4353 -1.8781
H 1.1854 0.1474 -2.0020
H 0.0666 -1.2644 -1.6645
H 1.5647 -0.1280 0.3307


## Q
Here is a 2-piece molecular cluster, C3H9B overall from the Open Molecules 2025 dataset. Energies are from ωB97M-V with the def2-TZVPD basis set.

## Properties
- Molar mass: 55.9 Da
- LUMO (spin up / spin down): -0.180 / 0.072 eV
- Kohn-Sham gap (spin up / spin down): 0.27763 / 0.28830 Eh

Element x y z (Å)
B -2.4662 -0.2796 0.0381
C 0.8994 1.2922 0.3538
C 0.9645 -1.1391 -0.1185
C 0.3534 0.1329 -0.5502
H -3.1601 0.7444 0.1870
H -2.8804 -1.3566 -0.0009
H 0.0191 2.0904 0.2870
H 1.8521 1.7836 0.0224
H 1.0757 0.8237 1.3215
H 2.0598 -1.2672 -0.1891
H 0.7693 -1.3092 1.0020
H 0.3489 -1.7526 -0.7752
H 0.1647 0.2369 -1.5779


Stability verdict: P, ahead by 88.4 kcal/mol